Record 1
Computed, not measured: 10 unconnected molecules or ions with the total composition C38H99F6N5O18P in a non-equilibrium geometry, with ωB97M-V/def2-TZVPD.

XYZ file:
```
167
Properties=species:S:1:pos:R:3:lowdin_charge:R:1
P 0.914 0.748 1.321 0.244
F -0.571 0.593 1.974 -0.145
F 0.797 -0.733 0.760 -0.144
F 1.623 0.165 2.708 -0.172
F 0.295 1.437 0.037 -0.137
F 2.398 0.979 0.606 -0.183
F 1.042 2.273 1.966 -0.179
O -1.924 1.557 -7.375 -0.168
O -2.282 -3.307 0.362 -0.212
O -4.000 -4.610 5.682 -0.186
O -4.688 -7.294 1.222 -0.191
O -1.763 3.149 0.522 -0.060
O 3.256 3.950 -1.717 -0.205
O 1.216 1.954 -4.610 -0.108
O -2.753 3.287 3.049 -0.104
O -0.301 2.318 4.917 -0.098
O 0.728 5.329 4.768 -0.099
O -0.776 3.766 -4.326 -0.047
O -2.999 -0.180 5.636 -0.211
O 6.515 1.591 3.300 -0.213
O -4.417 1.344 -1.018 -0.089
O -2.325 4.333 5.641 -0.048
O 0.659 -0.984 -3.917 -0.208
O 4.973 3.423 -6.058 -0.193
O 3.890 -3.116 2.150 -0.204
N -1.411 -0.906 -5.762 -0.056
N -3.533 -2.159 4.068 -0.065
N -4.051 -5.023 -0.767 -0.042
N 5.910 -0.955 1.534 -0.066
N 5.665 3.183 -3.397 -0.034
C -3.275 4.821 4.723 -0.259
C 1.638 -1.183 -2.879 -0.069
C 2.633 -3.381 2.764 -0.106
C -1.399 -1.771 -4.616 -0.255
C -2.707 -0.481 -6.248 -0.210
C 3.996 3.240 -7.082 -0.104
C 4.619 2.436 -2.789 -0.230
C -3.100 -5.469 6.227 -0.177
C -4.320 -3.273 3.622 -0.230
C -2.434 2.133 -0.115 -0.294
C -4.395 -6.409 -1.020 -0.236
C 4.211 2.905 -1.441 -0.213
C -2.556 0.285 -7.532 -0.222
C -0.326 3.125 -3.168 -0.247
C -0.542 1.527 -7.629 -0.127
C 1.079 2.666 -3.395 -0.251
C -0.075 -2.166 -4.174 -0.252
C -2.911 -4.581 -1.539 -0.179
C -3.885 -4.579 4.235 -0.195
C -2.856 4.688 3.274 -0.234
C -1.711 -0.412 6.232 -0.064
C 6.406 2.526 -4.453 -0.217
C -1.439 -2.320 0.928 -0.081
C 5.954 2.930 3.519 -0.088
C 3.869 -2.377 0.923 -0.194
C -3.827 -0.819 3.508 -0.166
C 2.526 4.349 -0.550 -0.090
C 5.317 -1.924 0.646 -0.229
C 5.568 2.197 -5.617 -0.242
C -3.882 2.542 -0.323 -0.170
C 5.528 0.465 1.401 -0.200
C -5.630 -7.543 2.237 -0.131
C 1.309 4.160 4.129 -0.194
C -2.468 -3.172 -0.975 -0.244
C 6.604 1.388 1.877 -0.235
C -5.332 -6.944 -0.045 -0.222
C -2.909 0.111 4.292 -0.247
C 1.014 2.861 4.979 -0.208
H -3.334 5.889 4.925 0.114
H -0.304 3.887 -2.395 0.124
H -2.401 1.164 0.428 0.117
H 6.855 3.593 3.338 0.095
H 6.499 2.334 1.424 0.079
H -3.131 -4.383 -2.614 0.119
H -0.597 2.291 3.977 0.079
H -4.784 -6.535 -2.029 0.126
H 2.309 5.446 -0.602 0.099
H 4.755 1.485 -5.561 0.116
H 1.232 -1.106 -1.844 0.095
H 5.994 -2.791 0.675 0.112
H -3.734 5.113 2.715 0.130
H 3.659 2.270 -3.274 0.099
H -6.100 -8.496 2.025 0.083
H 5.660 -1.275 2.502 0.132
H -5.839 -7.836 -0.388 0.118
H 1.594 3.750 -0.517 0.071
H 1.453 2.133 -2.516 0.110
H -4.401 2.679 0.625 0.115
H 7.611 0.958 1.729 0.130
H 1.005 4.039 3.129 0.068
H -1.488 -2.900 -1.446 0.108
H 2.775 -3.794 3.821 0.104
H 2.433 -0.433 -3.007 0.083
H -2.810 -4.701 3.962 0.126
H 2.191 -2.126 -2.991 0.089
H -3.492 0.343 -8.044 0.105
H -3.839 -4.875 0.183 0.082
H -1.661 -2.344 2.008 0.096
H 4.620 0.726 1.865 0.096
H -4.914 -0.633 3.559 0.114
H 1.749 3.541 -3.576 0.132
H 2.402 4.350 4.178 0.119
H -3.868 3.456 -0.957 0.129
H -3.373 -1.355 -6.335 0.125
H -1.978 1.921 -1.091 0.103
H -0.947 2.303 -2.866 0.100
H -0.015 1.537 -6.628 0.074
H -0.098 4.988 5.153 0.051
H -5.421 -3.197 3.800 0.128
H 5.536 0.674 0.292 0.126
H -0.544 3.271 -5.115 0.061
H -2.032 -5.192 5.949 0.107
H 2.100 -4.173 2.162 0.093
H 1.081 0.959 -4.605 0.086
H 3.521 4.158 -7.281 0.059
H 1.098 3.124 6.058 0.133
H -1.987 -1.247 -3.756 0.152
H -4.107 -3.370 2.583 0.097
H 7.108 3.316 -4.781 0.133
H -3.295 -6.501 5.914 0.081
H -1.241 -1.120 5.600 0.071
H 6.921 1.625 -4.148 0.118
H 6.300 1.829 -6.324 0.114
H -0.749 -0.153 -5.659 0.082
H -1.921 -0.268 4.006 0.100
H 5.126 3.157 2.792 0.094
H -4.386 -5.460 3.807 0.105
H -0.212 -2.809 -3.290 0.111
H -2.071 -2.617 -4.912 0.131
H -0.224 0.608 -8.125 0.078
H 4.528 2.983 -8.063 0.103
H -4.318 4.398 4.808 0.131
H 3.227 -1.543 1.030 0.077
H 1.774 2.191 4.681 0.085
H -0.224 2.341 -8.315 0.096
H -6.133 -6.254 0.215 0.121
H 2.984 4.146 0.414 0.075
H 3.759 2.045 -0.923 0.102
H 5.758 3.072 4.571 0.071
H -3.569 -7.106 -0.923 0.121
H -2.978 1.163 4.039 0.104
H -1.177 0.545 6.162 0.071
H -5.069 -7.728 3.146 0.081
H 4.976 1.373 -2.704 0.137
H -2.267 3.167 2.208 0.042
H -1.947 -0.323 -8.250 0.123
H -2.065 3.452 5.464 0.032
H 5.511 -1.513 -0.351 0.109
H -3.568 -2.002 5.100 0.121
H 4.974 3.228 -0.814 0.096
H -1.726 -1.341 0.587 0.067
H 3.194 2.491 -6.847 0.092
H -0.856 2.863 0.488 0.050
H -3.235 -5.397 7.310 0.086
H 3.663 -3.016 -0.001 0.135
H 0.425 -2.781 -4.968 0.144
H -1.757 -0.677 7.311 0.099
H -0.423 -2.409 0.655 0.060
H -5.314 1.196 -0.718 0.065
H -1.884 5.154 3.120 0.123
H -3.248 0.115 -5.535 0.114
H 1.983 -2.534 2.859 0.056
H -3.115 -2.296 -1.032 0.128
H 5.367 4.020 -3.808 0.090
H -3.530 -0.894 2.432 0.114
H -2.067 -5.265 -1.410 0.116
H -6.318 -6.755 2.354 0.071
```

Its HOMO energy is -6.565 eV. The energy above the lowest of the compared OMol25 structures with the same formula, charge and spin comes out at 259.0 kJ/mol. The value obtained for the gap between HOMO and LUMO is 8.78 eV. Its net charge is -1.


Record 2
Computed, not measured: 9 unconnected molecules or ions with the total composition C38H99N5O14 in a non-equilibrium geometry, with ωB97M-V/def2-TZVPD.

XYZ file:
```
156
Properties=species:S:1:pos:R:3:lowdin_charge:R:1
O -0.637 -8.803 2.435 -0.180
O 0.098 5.017 -2.511 -0.202
O -0.112 -2.579 2.863 -0.176
O 1.055 0.461 -1.540 -0.119
O -1.361 2.247 4.202 -0.120
O 1.596 6.193 1.558 -0.201
O 2.979 -3.827 -0.042 -0.191
O -2.298 7.414 3.049 -0.182
O -3.542 -4.176 0.770 -0.152
O 0.462 -3.169 -3.939 -0.158
O -1.918 3.478 1.821 -0.163
O 4.296 0.169 -3.250 -0.198
O 5.649 -0.122 1.681 -0.094
O -4.335 -0.159 -4.833 -0.195
N 0.979 -6.797 0.930 -0.064
N 1.824 -0.402 -4.056 -0.056
N -0.288 5.184 3.160 -0.056
N -1.505 2.048 -4.161 -0.064
N -0.885 -2.912 -0.057 -0.049
C 1.960 -4.631 0.507 -0.255
C -1.028 5.758 4.309 -0.198
C -1.063 5.821 -2.592 -0.120
C -2.733 1.349 -3.905 -0.210
C 2.528 0.685 -4.755 -0.174
C 1.986 5.023 2.301 -0.197
C -2.391 6.234 3.896 -0.193
C -1.761 3.093 0.494 -0.318
C -2.196 -2.469 -0.394 -0.207
C 2.006 0.846 -0.594 -0.319
C 1.061 -8.232 0.800 -0.208
C -4.038 -3.293 1.739 -0.072
C 3.627 1.235 -3.911 -0.211
C 5.417 0.627 -2.576 -0.132
C -1.595 1.563 0.604 -0.075
C -0.025 3.942 -3.441 -0.197
C -2.625 8.542 3.796 -0.151
C -1.021 2.796 -3.003 -0.194
C 4.380 -0.641 1.301 -0.311
C -0.433 -4.005 -3.255 -0.109
C 2.138 2.361 -0.411 -0.062
C 2.851 -3.716 -1.474 -0.066
C -0.153 -2.034 4.140 -0.141
C 3.834 -1.736 2.263 -0.054
C 2.118 6.283 0.237 -0.071
C -0.246 -1.498 1.933 -0.196
C 0.618 -0.841 -4.749 -0.197
C -3.359 0.758 -5.178 -0.222
C -3.254 -3.630 -0.403 -0.277
C -2.046 1.125 6.021 -0.092
C -3.956 -1.509 -4.576 -0.072
C 0.030 -1.972 0.486 -0.183
C 2.239 -6.146 0.561 -0.196
C -1.848 -9.440 2.598 -0.168
C 1.133 5.026 3.568 -0.180
C -0.344 -8.846 1.008 -0.191
C -2.506 1.629 4.702 -0.349
C -0.129 -1.888 -3.981 -0.258
H -0.150 -5.029 -3.378 0.087
H 5.096 1.281 -1.724 0.096
H -2.588 0.130 -5.750 0.132
H 1.057 -4.513 -0.014 0.080
H -0.440 -1.520 -2.984 0.121
H -1.104 -8.259 0.447 0.135
H 2.428 -4.562 -1.926 0.063
H 0.035 -1.164 -0.215 0.093
H -1.407 2.524 3.252 0.050
H 6.032 -0.856 2.219 0.091
H 4.428 -1.038 0.247 0.117
H -4.235 -3.221 -0.877 0.142
H -1.568 1.104 -0.401 0.061
H 4.515 -2.550 2.276 0.066
H -1.874 8.768 4.629 0.104
H -1.096 -1.900 -4.522 0.101
H 2.644 -6.533 -0.427 0.131
H -2.436 1.147 1.213 0.086
H 0.995 -2.408 0.473 0.074
H -0.134 -0.043 -4.938 0.110
H -2.026 -9.571 3.712 0.112
H -0.462 -3.665 -2.261 0.045
H 1.279 6.342 -0.474 0.076
H 3.749 0.218 1.335 0.075
H -1.423 0.235 5.950 0.058
H -0.982 3.537 -0.085 0.080
H 1.748 0.369 0.343 0.082
H 1.223 4.050 4.150 0.146
H 0.950 3.486 -3.620 0.100
H -3.026 6.399 4.768 0.118
H -1.332 1.873 6.371 0.078
H -2.851 5.469 3.252 0.121
H -2.823 0.988 6.765 0.073
H -1.418 -3.973 -3.737 0.091
H 3.246 1.784 -3.070 0.094
H 2.198 2.907 -1.388 0.076
H 1.254 2.831 0.043 0.055
H -2.281 -1.957 -1.363 0.098
H -1.143 -1.705 4.449 0.079
H -1.109 -3.685 0.499 0.093
H 2.967 0.452 -0.885 0.082
H 3.070 5.097 2.602 0.140
H -1.142 6.319 -1.612 0.094
H -2.998 -4.308 -1.200 0.111
H 2.710 7.204 0.128 0.092
H 2.483 -1.200 -3.867 0.149
H 3.114 -6.261 1.257 0.125
H -0.436 6.513 4.885 0.121
H 0.200 -2.821 4.817 0.089
H 2.673 5.398 -0.022 0.071
H -4.379 -3.850 2.564 0.080
H 1.476 5.838 4.214 0.112
H 2.984 0.395 -5.675 0.115
H -2.527 9.375 3.117 0.080
H -3.364 -2.601 2.133 0.060
H -2.515 0.611 -3.089 0.128
H -1.741 3.252 -2.367 0.070
H 0.502 -0.663 2.067 0.122
H 2.329 -2.828 -1.718 0.063
H -2.909 0.913 3.974 0.109
H -0.084 5.962 2.581 0.082
H 6.142 1.299 -3.093 0.098
H 1.362 0.095 -2.401 0.041
H -2.710 -8.903 2.178 0.089
H -4.759 -2.157 -4.389 0.074
H 3.032 2.609 0.121 0.062
H -1.072 6.555 -3.366 0.071
H -1.591 2.646 -4.931 0.082
H -3.288 2.362 4.878 0.104
H -2.601 -1.726 0.329 0.102
H 2.891 -2.096 1.817 0.053
H -1.241 -1.076 2.004 0.095
H 4.365 1.813 -4.508 0.139
H 1.360 -8.500 -0.221 0.122
H -3.458 2.034 -3.490 0.113
H 1.813 -4.263 1.508 0.112
H 0.676 -6.487 1.836 0.116
H -3.610 8.453 4.281 0.088
H -2.009 5.224 -2.772 0.101
H 5.921 -0.236 -2.218 0.080
H 0.655 -1.268 4.298 0.102
H 1.815 1.469 -4.868 0.107
H 3.846 -3.675 -1.981 0.104
H 1.879 4.060 1.819 0.091
H -2.748 3.314 -0.006 0.123
H -4.912 -2.853 1.231 0.108
H -3.295 -1.448 -3.726 0.059
H 0.786 -1.318 -5.741 0.134
H -0.399 2.098 -2.330 0.117
H -0.360 4.396 -4.437 0.133
H -0.361 -9.831 0.706 0.083
H -1.880 -10.385 2.130 0.061
H -1.307 4.197 2.258 0.076
H 3.535 -1.296 3.209 0.076
H 1.710 -8.650 1.581 0.123
H -3.430 -1.863 -5.455 0.085
H -0.623 1.355 1.114 0.076
H -3.702 1.568 -5.802 0.119
H -1.044 4.965 5.150 0.145
```

Its HOMO energy is -8.424 eV. The energy above the lowest of the compared OMol25 structures with the same formula, charge and spin comes out at 193.7 kJ/mol. The value obtained for the gap between HOMO and LUMO is 9.15 eV. As for the SMILES: COCCNCCOC.COCCNCCOC.COCCNCCOC.COCCNCCOC.COCCNCCOC.CCO.CCO.CCO.CCO.


Record 3
Computed, not measured: 7 unconnected molecules or ions with the total composition C38H99N5O7P in a non-equilibrium geometry, with ωB97M-V/def2-TZVPD.

XYZ file:
```
150
Properties=species:S:1:pos:R:3:lowdin_charge:R:1
P 1.703 0.529 6.348 1.003
O 4.787 -1.890 -0.988 -0.227
O -0.839 -0.878 -3.571 -0.046
O -1.559 -4.270 -3.717 -0.247
O 0.615 4.493 -4.987 -0.207
O -3.014 -1.099 -7.951 -0.234
O -5.277 -0.210 -1.191 -0.217
O 1.214 -0.293 -3.129 -0.068
N -7.464 1.353 -1.570 0.228
N 4.118 -0.237 -2.797 0.231
N 0.756 -3.302 -4.667 0.217
N -2.711 -0.418 -5.381 0.209
N 0.751 2.065 -4.337 0.209
C -6.724 1.401 -0.206 -0.280
C 0.759 0.558 7.853 -0.291
C 0.717 -1.926 3.160 -0.246
C 0.590 5.743 -5.579 -0.080
C -3.444 -1.683 -5.713 -0.315
C 1.471 3.387 6.297 -0.223
C 5.738 -0.282 5.953 -0.264
C -6.144 -0.061 -0.104 -0.183
C -2.517 -4.780 -2.814 -0.079
C -0.625 4.040 -4.453 -0.173
C 2.901 3.872 6.271 -0.277
C 4.630 0.419 -1.496 -0.280
C 3.050 5.345 6.671 -0.083
C 5.007 -3.086 -0.142 -0.008
C 4.375 0.210 5.568 -0.268
C -0.704 0.927 7.597 -0.248
C -0.282 2.838 -3.575 -0.288
C -0.046 -1.445 -1.446 0.027
C -3.863 -0.068 -0.833 -0.053
C 3.824 1.650 -1.230 -0.044
C 2.149 -2.245 2.690 -0.104
C -7.664 1.833 0.843 -0.033
C -0.795 -5.240 -4.498 -0.121
C -4.062 -1.614 -7.088 -0.153
C 3.425 0.331 6.724 -0.288
C 0.280 3.323 -2.216 -0.010
C 0.125 -4.462 -5.407 -0.300
C -2.913 1.049 8.803 -0.114
C 0.129 -0.813 -2.812 -0.732
C -4.460 -1.955 -4.620 -0.013
C -1.455 1.127 8.911 -0.275
C 0.722 -0.625 3.971 -0.270
C 6.637 -0.339 4.762 -0.114
C 1.312 -5.193 -6.015 -0.008
C -3.320 -1.012 -9.375 -0.025
C 1.376 2.075 5.443 -0.253
C 4.566 -0.634 -0.391 -0.181
C 1.185 -0.928 5.375 -0.250
H 0.093 -1.828 2.256 0.097
H 2.074 -3.201 2.179 0.071
H -0.730 -0.840 -0.834 0.088
H 1.567 2.668 -4.555 0.175
H 2.537 -1.450 2.031 0.057
H 5.666 0.725 -1.702 0.171
H 0.390 1.841 5.011 0.084
H 5.716 -1.185 6.559 0.127
H -1.157 2.090 9.279 0.121
H 1.014 1.205 -3.879 0.061
H -2.352 -0.849 -9.857 0.101
H -2.072 -0.475 -4.582 0.075
H 3.940 2.427 -2.009 0.104
H -4.946 -2.901 -4.789 0.107
H 1.470 -3.594 -3.989 0.182
H -8.525 1.167 0.972 0.112
H -3.199 -5.469 -3.321 0.108
H -0.929 0.063 6.950 0.107
H 3.736 1.106 7.412 0.102
H -5.821 1.999 -0.326 0.150
H 0.494 1.855 -5.304 0.173
H -4.002 -2.150 -3.665 0.061
H 3.366 3.243 7.017 0.097
H 6.244 0.399 6.629 0.125
H -3.357 0.919 9.797 0.096
H -3.294 0.409 -5.413 0.168
H 2.093 2.094 4.619 0.085
H 4.613 -1.111 -2.901 0.148
H 0.082 -2.780 -4.095 0.104
H -1.190 0.285 9.546 0.122
H 2.119 -1.516 5.349 0.090
H -1.198 4.782 -3.873 0.150
H 1.665 -6.004 -5.399 0.097
H -4.446 -2.601 -7.426 0.160
H 6.309 -1.075 4.030 0.067
H 2.431 5.661 7.517 0.086
H -3.967 -0.173 -9.557 0.091
H -0.314 5.934 -6.168 0.105
H 5.896 -3.078 0.462 0.095
H 5.327 -0.420 0.366 0.149
H -6.905 -0.842 -0.142 0.145
H -0.444 -4.048 -6.252 0.160
H 2.760 1.398 -1.106 0.074
H -5.676 -0.205 0.869 0.140
H -2.965 -3.914 -2.337 0.080
H -3.183 0.154 8.243 0.080
H -3.715 -1.962 -9.701 0.095
H 1.186 3.934 -2.316 0.101
H -5.079 -1.100 -4.450 0.080
H -1.117 2.143 -3.467 0.139
H 0.422 -1.544 5.859 0.116
H 5.089 -3.969 -0.793 0.098
H -0.237 -0.122 3.913 0.108
H 4.097 5.541 6.960 0.091
H -8.391 0.875 -1.542 0.196
H 1.083 3.244 7.321 0.113
H -3.632 0.904 -0.342 0.101
H -2.648 -2.429 -5.716 0.143
H 1.045 -5.782 -6.889 0.112
H 4.490 0.291 -3.582 0.171
H 2.743 5.934 5.813 0.075
H 4.093 -3.312 0.430 0.078
H 3.289 3.822 5.267 0.104
H 0.807 4.114 5.798 0.126
H 6.846 0.587 4.209 0.085
H -4.900 -0.906 -7.095 0.143
H 3.101 -0.275 -2.799 0.096
H 3.911 -0.516 4.894 0.089
H -7.610 2.307 -1.900 0.175
H 0.840 -0.363 8.426 0.119
H 2.045 -4.415 -6.215 0.092
H 4.425 1.154 4.996 0.123
H -3.585 -0.872 -0.161 0.093
H -1.533 -5.796 -5.060 0.145
H 3.558 -0.599 7.317 0.132
H 0.620 2.474 -1.636 0.057
H 7.641 -0.561 5.083 0.081
H -0.255 -5.933 -3.821 0.154
H 1.256 -2.665 -5.293 0.170
H -2.197 -0.110 -6.195 0.143
H -3.292 -0.081 -1.759 0.066
H 2.867 -2.372 3.495 0.067
H 1.426 0.035 3.456 0.099
H -3.324 1.944 8.326 0.086
H 1.456 5.942 -6.197 0.108
H 1.289 1.284 8.512 0.120
H -1.240 3.752 -5.310 0.132
H -0.843 1.841 7.003 0.109
H 3.575 -0.691 0.122 0.122
H -6.956 0.788 -2.250 0.146
H -2.037 -5.367 -2.032 0.097
H 4.132 2.121 -0.303 0.105
H 0.259 -2.761 3.700 0.120
H -7.243 2.034 1.807 0.101
H -8.141 2.785 0.536 0.111
H 0.913 -1.688 -0.953 0.088
H -0.571 -2.386 -1.574 0.074
H -0.426 3.935 -1.641 0.104
H 0.506 6.499 -4.807 0.101
```

Its HOMO energy is -18.996 eV. The value obtained for the gap between HOMO and LUMO is 8.62 eV. Its net charge is +5.